[1]
A cluster of 2 separate species, C5H14 in total at a distorted geometry. Source: the Open Molecules 2025 dataset; level of theory: ωB97M-V/def2-TZVPD.

The geometry in XYZ format:
```
19
C5H14 ωB97M-V/def2-TZVPD
C -0.145 1.669 1.122
C -0.452 0.445 1.963
C -1.888 -0.042 1.651
H -0.309 1.336 0.077
H 0.941 1.843 1.197
H -0.679 2.546 1.356
H 0.281 -0.332 1.750
H -0.467 0.621 3.034
H -2.287 -0.482 2.573
H -2.431 0.821 1.213
H -2.008 -0.777 0.873
C 0.634 -0.930 -1.544
C 1.653 -0.932 -2.692
H -0.282 -0.315 -1.572
H 0.358 -1.956 -1.248
H 1.345 -0.538 -0.689
H 1.309 -1.594 -3.534
H 2.556 -1.425 -2.343
H 1.871 0.042 -3.186
```

E_HOMO (eV): -11.2
Strongest force on any atom (eV/Å): 3.07
Spin multiplicity: 1
Total charge: 0
ΔE to the lowest compared entry with this formula, charge and spin (eV): 0.7391

[2]
A cluster of 2 separate species, C5H14 in total at a distorted geometry. Source: the Open Molecules 2025 dataset; level of theory: ωB97M-V/def2-TZVPD.

The geometry in XYZ format:
```
19
C5H14 ωB97M-V/def2-TZVPD
C 0.086 0.804 2.158
C 1.267 0.874 1.191
C 1.724 -0.485 0.669
H -0.279 1.802 2.384
H 0.337 0.357 3.121
H -0.744 0.258 1.700
H 0.918 1.506 0.363
H 2.101 1.386 1.690
H 0.936 -0.935 0.056
H 2.602 -0.296 0.061
H 1.988 -1.172 1.471
C -1.797 -0.746 -1.280
C -0.914 -0.299 -2.425
H -2.835 -0.439 -1.431
H -1.871 -1.802 -1.004
H -1.574 -0.179 -0.369
H -1.413 0.254 -3.234
H -0.510 -1.119 -3.015
H -0.021 0.230 -2.106
```

E_HOMO (eV): -11.5
Strongest force on any atom (eV/Å): 1.63
Spin multiplicity: 1
Total charge: 0
ΔE to the lowest compared entry with this formula, charge and spin (eV): 0.2921

[3]
A cluster of 2 separate species, C5H14 in total at a distorted geometry. Source: the Open Molecules 2025 dataset; level of theory: ωB97M-V/def2-TZVPD.

The geometry in XYZ format:
```
19
C5H14 ωB97M-V/def2-TZVPD
C 1.063 -1.632 1.449
C -0.326 -1.579 0.880
C -0.490 -1.655 -0.685
H 1.637 -2.453 0.951
H 1.804 -0.875 1.186
H 1.151 -1.975 2.476
H -0.819 -0.684 1.284
H -0.969 -2.400 1.197
H -1.458 -1.262 -0.942
H -0.427 -2.730 -0.851
H 0.320 -1.146 -1.196
C -0.655 2.220 -1.350
C 0.253 2.322 -0.129
H -0.979 1.183 -1.441
H -1.516 2.882 -1.269
H -0.134 2.523 -2.254
H 0.795 3.280 -0.143
H 1.030 1.574 0.022
H -0.282 2.406 0.815
```

E_HOMO (eV): -11.0
Strongest force on any atom (eV/Å): 3.24
Spin multiplicity: 1
Total charge: 0
ΔE to the lowest compared entry with this formula, charge and spin (eV): 0.5855

[4]
A cluster of 2 separate species, C5H14 in total at a distorted geometry. Source: the Open Molecules 2025 dataset; level of theory: ωB97M-V/def2-TZVPD.

The geometry in XYZ format:
```
19
C5H14 ωB97M-V/def2-TZVPD
C 1.403 1.491 0.055
C -0.007 1.165 0.664
C -0.855 2.384 1.017
H 2.160 0.946 0.611
H 1.423 1.122 -0.969
H 1.594 2.556 0.117
H 0.219 0.636 1.590
H -0.485 0.432 0.029
H -1.894 2.349 0.687
H -0.389 3.244 0.535
H -0.906 2.611 2.082
C 0.087 -2.003 -1.382
C -0.657 -2.766 -0.267
H 0.610 -2.595 -2.125
H -0.583 -1.259 -1.815
H 0.857 -1.405 -0.883
H -1.741 -2.683 -0.326
H -0.467 -3.837 -0.331
H -0.368 -2.388 0.711
```

E_HOMO (eV): -11.2
Strongest force on any atom (eV/Å): 1.42
Spin multiplicity: 1
Total charge: 0
ΔE to the lowest compared entry with this formula, charge and spin (eV): 0.5226